Arrangement 1

{"formula": "C4H11NO3", "method": "ωB97M-V/def2-TZVPD", "elements": ["N", "C", "C", "O", "C", "C", "O", "H", "H", "H", "H", "H", "H", "H", "H", "H", "O", "H", "H"], "coordinates": [[1.3440, -0.2376, 0.9689], [0.1418, 0.4673, 0.9161], [0.0744, 1.4794, -0.2096], [0.5607, 2.7762, 0.0533], [-1.1764, -0.3831, 0.8976], [-1.0073, -1.8268, 0.5135], [-1.4849, -2.2318, -0.5550], [1.3320, -1.0381, 1.5918], [1.5785, -0.4133, 0.0388], [0.2202, 1.0497, 1.8366], [-1.0075, 1.7714, -0.4367], [0.5757, 0.9738, -1.0246], [1.3947, 2.7963, 0.7493], [-1.6743, -0.3410, 1.8932], [-1.9618, 0.0987, 0.1946], [-0.6008, -2.3722, 1.3097], [0.7966, -0.5533, -3.0165], [1.0754, -1.4582, -2.8175], [-0.1809, -0.5573, -2.9035]], "homo_energy_ev": -9.56, "gap_ev": 10.11, "lumo_ev": 0.56, "smiles": "N[C@@H](CO)CC=O.O"}



Arrangement 2

{"formula": "C4H11NO3", "method": "ωB97M-V/def2-TZVPD", "elements": ["C", "C", "C", "C", "N", "O", "O", "O", "H", "H", "H", "H", "H", "H", "H", "H", "H", "H", "H"], "coordinates": [[-0.2919, 0.1866, -0.6381], [-0.6800, -0.8019, 0.3500], [1.4965, 1.2032, 1.2582], [-1.1929, 1.2271, -1.1951], [0.3430, -1.7449, 0.6909], [0.1573, 0.8130, 1.1473], [0.7994, -0.0754, -1.3431], [-1.5443, -1.5975, -0.9660], [1.2422, -0.8263, -0.8850], [-0.9157, -2.0359, -1.5569], [-1.5580, -0.6268, 0.9552], [-0.0575, -2.6746, 0.7302], [0.7683, -1.4910, 1.5755], [2.1871, 0.3753, 1.4866], [1.6002, 1.9454, 2.0571], [1.8703, 1.6811, 0.3380], [-1.5241, 0.9170, -2.1852], [-0.6385, 2.1627, -1.2625], [-2.0612, 1.3630, -0.5572]], "homo_energy_ev": -8.87, "gap_ev": 9.63, "lumo_ev": 0.76}



Arrangement 3

{"formula": "C4H11NO3", "method": "ωB97M-V/def2-TZVPD", "elements": ["N", "C", "C", "O", "C", "C", "O", "H", "H", "H", "H", "H", "H", "H", "H", "H", "O", "H", "H"], "coordinates": [[0.6488, 0.6638, 2.2774], [-0.3648, 0.6446, 1.1479], [0.0989, 1.1135, -0.3786], [0.7023, 2.4303, -0.3797], [-1.1767, -0.6436, 1.0902], [-0.4461, -1.8793, 0.5347], [0.4021, -2.6312, 1.0378], [1.2145, -0.2163, 2.4236], [1.1652, 1.4557, 2.3700], [-1.0546, 1.2748, 1.4691], [-0.8572, 1.1796, -0.9393], [0.7389, 0.4215, -0.8300], [0.4627, 2.9161, 0.5600], [-1.4115, -0.8721, 2.1455], [-2.0149, -0.4417, 0.4179], [-0.9287, -2.2107, -0.4288], [0.6024, -1.2509, -3.9489], [0.6710, -0.7444, -4.7984], [1.5476, -1.2100, -3.7706]], "homo_energy_ev": -9.32, "gap_ev": 9.94, "lumo_ev": 0.62, "smiles": "N[C@@H](CO)CC=O.O"}



Arrangement 4

{"formula": "C4H11NO3", "method": "ωB97M-V/def2-TZVPD", "elements": ["C", "N", "C", "O", "O", "C", "C", "H", "H", "H", "H", "H", "H", "H", "H", "H", "H", "H", "O"], "coordinates": [[0.7961, 0.3600, 0.2355], [0.2737, -0.8531, -0.2335], [-0.3268, -0.7118, -1.5726], [0.4076, -0.2721, -2.4420], [-1.5235, -1.0248, -1.5816], [-0.2056, 1.5319, 0.1343], [0.4389, 2.9008, 0.2190], [1.6464, 0.6747, -0.3792], [1.1364, 0.3262, 1.3121], [-0.3786, -1.3731, 0.3755], [-0.3732, -0.0345, 2.3778], [-0.8929, 1.6055, -0.7156], [-0.8106, 1.3914, 1.0626], [1.4097, 2.8530, 0.7306], [-0.1261, 3.6889, 0.7059], [0.7015, 3.3370, -0.7411], [0.0645, -1.3735, 2.9972], [-0.4381, -1.9430, 4.2568], [0.1086, -2.2321, 3.5109]], "homo_energy_ev": -9.66, "gap_ev": 4.56, "lumo_ev": -5.10}



Which of them is most stable? Easy: arrangement 1.



Arrangement 1

{"formula": "C4H11NO3", "method": "ωB97M-V/def2-TZVPD", "elements": ["C", "C", "C", "N", "C", "O", "O", "H", "H", "H", "H", "H", "H", "H", "H", "H", "O", "H", "H"], "coordinates": [[1.5246, 1.0485, 0.3111], [1.6496, -0.4047, 0.7152], [0.9295, -1.4941, -0.0382], [-0.3667, -1.6824, 0.5256], [-1.5115, -0.9506, 0.1748], [-2.6085, -1.0669, 0.6405], [-1.4791, -0.1681, -1.0407], [0.9444, 1.2517, -0.5108], [1.2604, 1.8257, 1.1684], [2.3829, 1.5261, -0.2025], [2.7276, -0.7138, 0.6381], [1.2861, -0.4372, 1.8447], [1.5543, -2.4247, 0.1078], [0.7618, -1.3648, -1.1369], [-0.3077, -2.3058, 1.3670], [-2.3260, 0.3954, -1.1604], [-2.2518, 2.6204, -0.8882], [-2.0581, 1.7520, -0.6562], [-2.1117, 2.5936, -1.8590]], "homo_energy_ev": -9.97, "gap_ev": 10.56, "lumo_ev": 0.59, "smiles": "CCCNC(=O)O.O"}



Arrangement 2

{"formula": "C4H11NO3", "method": "ωB97M-V/def2-TZVPD", "elements": ["C", "C", "O", "N", "C", "C", "O", "H", "H", "H", "H", "H", "H", "H", "H", "H", "O", "H", "H"], "coordinates": [[-0.7586, -1.3782, 1.9033], [0.5861, -1.1079, 1.2749], [1.6488, -1.4878, 1.6169], [0.5156, -0.0628, 0.3483], [-0.7649, 0.5352, -0.2645], [-1.1935, -0.4027, -1.4851], [-0.3482, -0.1133, -2.5181], [-1.1781, -0.3478, 2.2301], [-1.3750, -2.0657, 1.3843], [-0.5309, -1.8605, 2.9313], [1.3056, 0.5038, 0.1527], [-1.6941, 0.4000, 0.2979], [-0.6493, 1.6076, -0.5177], [-2.1868, -0.1722, -1.8020], [-1.0521, -1.5034, -1.3102], [0.4463, 0.4154, -2.3604], [2.4569, 2.1221, -0.4753], [2.4386, 2.0063, -1.3879], [2.3336, 2.9119, -0.0184]], "homo_energy_ev": -9.22, "gap_ev": 9.61, "lumo_ev": 0.39, "smiles": "CC(=O)NCCO.O"}



Which of them is most stable? Easy: arrangement 1.



Arrangement 1

{"formula": "C4H11NO3", "method": "ωB97M-V/def2-TZVPD", "elements": ["C", "C", "C", "C", "N", "O", "O", "O", "H", "H", "H", "H", "H", "H", "H", "H", "H", "H", "H"], "coordinates": [[0.2087, 0.1091, 0.3641], [0.0191, -0.5617, -0.8417], [-1.7209, -1.0004, 0.1240], [-0.0954, 1.5610, 0.4979], [0.7942, -0.5240, 1.4174], [1.9326, 0.0277, -1.4516], [1.6273, 1.3712, -1.9864], [-1.5286, -2.0652, 0.9749], [2.1200, 1.3515, -2.8149], [-0.9633, -1.7706, 1.7083], [1.4573, -1.2493, 1.1832], [1.0862, 0.0567, 2.1886], [-0.3619, -0.0157, -1.6888], [0.3151, -1.5925, -0.9627], [-2.2509, -0.1470, 0.5540], [-2.1869, -1.3444, -0.7939], [-0.9442, 1.8470, -0.1201], [-0.2860, 1.8495, 1.5344], [0.7777, 2.0970, 0.1132]], "homo_energy_ev": -6.91, "gap_ev": 7.51, "lumo_ev": 0.59}



Arrangement 2

{"formula": "C4H11NO3", "method": "ωB97M-V/def2-TZVPD", "elements": ["N", "C", "C", "O", "C", "C", "O", "H", "H", "H", "H", "H", "H", "H", "H", "H", "O", "H", "H"], "coordinates": [[-1.4206, -0.3523, -0.4615], [-0.0729, 0.1060, -0.7000], [0.6683, 1.0085, 0.2836], [-0.0779, 2.2286, 0.2597], [0.8337, -1.2171, -0.8707], [0.9631, -1.7348, -2.3338], [0.3798, -2.6751, -2.6204], [-2.0754, 0.3897, -0.1138], [-1.4693, -1.1067, 0.2610], [-0.1341, 0.5054, -1.7323], [1.6872, 1.0685, -0.1333], [0.7300, 0.7009, 1.3265], [-0.4468, 2.4085, 1.0565], [1.9079, -0.9212, -0.5037], [0.4391, -2.0785, -0.2626], [1.9192, -1.3578, -2.7415], [-1.2090, 1.0066, 2.7450], [-0.5536, 0.8906, 3.4820], [-2.0686, 1.1302, 3.0592]], "homo_energy_ev": -8.94, "gap_ev": 9.20, "lumo_ev": 0.26, "smiles": "N[C@@H](CO)CC=O.O"}



Which of them is most stable? Easy: arrangement 2.



Arrangement 1

{"formula": "C3H8N3S", "method": "ωB97M-V/def2-TZVPD", "elements": ["C", "C", "C", "N", "N", "N", "S", "H", "H", "H", "H", "H", "H", "H", "H"], "coordinates": [[0.0089, -0.2830, 1.2249], [-1.4933, -0.2747, -0.4597], [0.6379, 0.6859, -0.9052], [-2.3030, -0.7874, 0.6145], [-0.2238, 0.0491, 0.0571], [1.8206, -0.1581, 1.8191], [-1.1665, -1.0871, 2.0330], [-1.3501, -1.1177, -1.2941], [-2.1232, 0.5216, -0.8906], [1.1975, 0.0539, -1.4825], [-0.0008, 1.2248, -1.5689], [1.3464, 1.3874, -0.3896], [-2.9088, -1.5925, 0.6146], [2.1654, -1.1539, 2.1076], [1.7125, 0.3950, 2.6792]], "homo_energy_ev": [-10.53, -14.43], "multiplicity": 3, "gap_ev": [6.33, 7.36], "lumo_ev": [-4.20, -7.06], "charge": 1}



Arrangement 2

{"formula": "C3H8N3S", "method": "ωB97M-V/def2-TZVPD", "elements": ["C", "C", "C", "N", "N", "N", "S", "H", "H", "H", "H", "H", "H", "H", "H"], "coordinates": [[-1.0992, -0.1917, 0.0311], [-1.1298, 1.3251, 0.3186], [2.2927, -0.3691, -0.8805], [-0.0485, -0.7988, -0.3311], [-2.1748, -0.8743, 0.4377], [1.1051, -0.1341, -0.0719], [0.5599, 2.0291, 0.2893], [-1.9309, 1.7346, -0.2699], [-1.3544, 1.3151, 1.4032], [2.1140, -0.0286, -1.8588], [3.2695, -0.0116, -0.4214], [2.2922, -1.5352, -0.9221], [-2.8358, -0.2787, 0.8943], [-2.3220, -1.9023, 0.4906], [1.2620, -0.2793, 0.8911]], "homo_energy_ev": [-12.38, -13.86], "multiplicity": 3, "gap_ev": [9.36, 6.60], "lumo_ev": [-3.02, -7.27], "charge": 1}



Which of them is most stable? Easy: arrangement 2.



Arrangement 1

{"formula": "C4H10N2S", "method": "ωB97M-V/def2-TZVPD", "elements": ["C", "N", "N", "C", "C", "C", "S", "H", "H", "H", "H", "H", "H", "H", "H", "H", "H"], "coordinates": [[0.4012, -0.9082, 2.3504], [1.3491, -0.3615, 1.2068], [0.4290, 0.2624, 0.3641], [-0.2521, 1.4128, 1.0355], [0.0912, -0.1170, -0.9498], [0.7883, -1.0701, -1.5960], [-1.4336, 0.4335, -1.4933], [-0.6315, -1.2778, 1.6807], [-0.0032, -0.2327, 3.2467], [0.9707, -1.8813, 2.7831], [1.8004, 0.3042, 1.7869], [-0.3133, 2.2967, 0.3559], [0.5053, 1.5414, 1.7991], [-1.0431, 0.8823, 1.7678], [1.9013, -0.6909, -1.8550], [0.8128, -2.1108, -1.1079], [0.3198, -0.9788, -2.6014]], "homo_energy_ev": -8.09, "gap_ev": 8.60, "lumo_ev": 0.52, "smiles": "CNN(C)C(C)=S"}



Arrangement 2

{"formula": "C4H10N2S", "method": "ωB97M-V/def2-TZVPD", "elements": ["H", "N", "C", "N", "C", "S", "C", "C", "H", "H", "H", "H", "H", "H", "H", "H", "H"], "coordinates": [[0.0046, -0.2889, 2.5457], [0.0594, -0.9988, 1.8186], [0.2321, -0.5197, 0.6296], [0.1724, -1.3304, -0.4826], [-0.1438, -2.7861, -0.2886], [0.8865, 1.1511, 0.3147], [-0.1596, 1.6727, -1.0803], [-1.6508, 1.6715, -0.8331], [1.0087, -1.2575, -1.0626], [0.5685, -3.3054, 0.3215], [-1.0846, -2.8782, 0.2885], [-0.1994, -3.2374, -1.2793], [0.1138, 0.9978, -1.9607], [0.2535, 2.6559, -1.3800], [-2.0124, 0.6156, -0.5495], [-2.1637, 1.9442, -1.7501], [-1.9630, 2.4105, -0.1268]], "homo_energy_ev": -9.01, "gap_ev": 9.82, "lumo_ev": 0.81, "smiles": "[H]/N=C(/NC)SCC"}



Which of them is most stable? Easy: arrangement 2.



Arrangement 1

{"formula": "C4H10N2S", "method": "ωB97M-V/def2-TZVPD", "elements": ["H", "N", "C", "C", "S", "N", "C", "C", "H", "H", "H", "H", "H", "H", "H", "H", "H"], "coordinates": [[1.6634, -1.8687, -0.2131], [0.6427, -1.7812, -0.0494], [0.4733, -0.5299, -0.1139], [1.5421, 0.5664, 0.0029], [3.2223, -0.0848, -0.1999], [-0.8346, -0.0043, -0.2290], [-1.0864, 1.3850, -0.0749], [-1.9061, -0.9825, -0.1005], [1.5378, 1.0824, 0.9054], [1.4429, 1.3292, -0.7948], [3.5024, -0.5277, 1.0305], [-2.1311, 1.4845, -0.1433], [-0.5849, 1.9546, -0.8731], [-0.9552, 1.6992, 0.9764], [-1.9871, -1.3068, 0.9137], [-2.8666, -0.5105, -0.4312], [-1.6750, -1.9049, -0.6056]], "homo_energy_ev": -8.52, "gap_ev": 9.26, "lumo_ev": 0.73, "smiles": "[H]/N=C(\\CS)N(C)C"}



Arrangement 2

{"formula": "C4H10N2S", "method": "ωB97M-V/def2-TZVPD", "elements": ["H", "N", "C", "C", "S", "N", "C", "C", "H", "H", "H", "H", "H", "H", "H", "H", "H"], "coordinates": [[1.5493, -0.0737, 1.2717], [1.1401, 0.7657, 0.7651], [0.2051, 0.3743, 0.0136], [-0.1691, -1.1792, -0.0045], [0.8872, -2.2642, 1.0095], [-0.5493, 1.2404, -0.7334], [-1.6535, 0.8397, -1.5160], [-0.5313, 2.6651, -0.3594], [-0.2130, -1.6355, -1.0443], [-1.1588, -1.2301, 0.3867], [1.9317, -2.2335, 0.1381], [-2.5729, 0.7754, -0.9021], [-1.5058, -0.2022, -1.8999], [-1.8439, 1.5200, -2.3385], [0.4859, 3.0112, -0.2544], [-1.0183, 3.2339, -1.1235], [-1.0910, 2.8191, 0.5899]], "homo_energy_ev": -8.51, "gap_ev": 9.25, "lumo_ev": 0.74, "smiles": "[H]/N=C(\\CS)N(C)C"}



Which of them is most stable? Easy: arrangement 2.



Arrangement 1

{"formula": "C4H10N2S", "method": "ωB97M-V/def2-TZVPD", "elements": ["C", "N", "C", "C", "S", "N", "C", "H", "H", "H", "H", "H", "H", "H", "H", "H", "H"], "coordinates": [[1.9499, -0.9885, 0.1718], [0.5682, -1.4013, 0.2641], [-0.3120, -0.5679, -0.2412], [-1.7550, -0.9823, -0.4453], [-3.1321, -0.0479, 0.1945], [-0.0059, 0.7185, -0.7488], [0.6561, 1.6895, 0.2251], [2.5920, -1.8591, 0.0993], [2.2138, -0.5077, 1.1449], [2.0975, -0.3202, -0.7950], [-1.9721, -1.0141, -1.4745], [-1.8763, -2.0248, -0.0983], [-2.6798, 0.1137, 1.5327], [-0.8236, 1.1732, -1.1060], [0.2304, 1.7047, 1.2988], [0.5192, 2.6983, -0.2203], [1.7298, 1.6161, 0.1982]], "homo_energy_ev": -9.10, "gap_ev": 9.82, "lumo_ev": 0.72, "smiles": "C/N=C(/CS)NC"}



Arrangement 2

{"formula": "C4H10N2S", "method": "ωB97M-V/def2-TZVPD", "elements": ["C", "C", "C", "C", "H", "H", "H", "H", "H", "H", "H", "H", "H", "H", "N", "N", "S"], "coordinates": [[2.8934, -0.8210, -0.5924], [1.7773, -0.4763, 0.6998], [-0.1404, 0.5738, -0.0679], [0.6544, 1.9656, 0.0388], [2.8885, 0.1390, -1.1404], [2.2009, -1.6284, -1.0360], [3.9578, -1.0396, -0.3407], [2.0521, 0.5963, 1.0619], [1.7812, -1.3059, 1.5305], [1.1057, 1.7808, 0.9900], [1.5847, 1.7564, -0.5808], [-0.0058, 2.8390, -0.0397], [-2.1292, 1.4508, 0.4593], [-0.9499, -1.2778, 1.0713], [0.4519, -0.5646, 0.1439], [-1.5059, 0.7555, -0.3430], [-2.2635, -0.7562, -0.0657]], "homo_energy_ev": -8.39, "gap_ev": 8.83, "lumo_ev": 0.44}



Which of them is most stable? Easy: arrangement 1.



Arrangement 1

{"formula": "C10H10N2S", "method": "ωB97M-V/def2-TZVPD", "elements": ["C", "C", "C", "C", "C", "C", "C", "C", "C", "C", "N", "N", "S", "H", "H", "H", "H", "H", "H", "H", "H", "H", "H"], "coordinates": [[-2.6813, -1.3143, 0.1687], [-1.9036, -2.0252, -0.7483], [-2.0845, -0.1850, 0.7207], [-0.7082, -1.5392, -1.1706], [-0.8067, 0.2240, 0.3611], [-0.1364, -0.4637, -0.6371], [0.7429, 2.1796, -0.1378], [1.4286, 1.4724, -1.0109], [-0.2834, 1.5665, 0.7686], [1.1498, 0.0712, -1.0345], [1.7620, -0.1116, 1.4926], [2.2790, -0.4195, 0.4161], [3.7500, -0.9841, 0.0269], [-3.6239, -1.6820, 0.5879], [-2.2553, -3.0780, -1.0335], [-2.6010, 0.3946, 1.5353], [-0.0779, -2.1793, -1.7868], [0.8690, 3.1629, 0.1806], [1.9406, 1.7981, -1.9240], [-1.1238, 2.2560, 0.6944], [0.2016, 1.3781, 1.8143], [1.7945, -0.5116, -1.6619], [2.3682, -0.0100, 2.3781]], "homo_energy_ev": -8.07, "gap_ev": 7.95, "lumo_ev": -0.12}



Arrangement 2

{"formula": "C10H10N2S", "method": "ωB97M-V/def2-TZVPD", "elements": ["C", "N", "C", "C", "C", "C", "C", "C", "H", "H", "H", "H", "H", "H", "H", "C", "C", "N", "C", "S", "H", "H", "H"], "coordinates": [[-0.4217, -1.2912, 3.4857], [0.1910, -0.9053, 2.4397], [-0.4593, -0.8029, 1.1969], [-0.8167, -1.8403, 0.3751], [-1.3310, -1.5943, -0.8713], [-1.4451, -0.2142, -1.3272], [-1.1923, 0.7999, -0.4455], [-0.6227, 0.5309, 0.8075], [0.1464, -1.1834, 4.3433], [-1.4570, -1.5830, 3.5645], [-0.6900, -2.9048, 0.5134], [-1.3646, -2.4806, -1.4636], [-1.5817, -0.0568, -2.4282], [-1.3830, 1.8344, -0.6810], [-0.6106, 1.3380, 1.5339], [1.3033, 2.3165, -2.3838], [1.3392, 1.9042, -1.0866], [1.6224, 0.6398, -0.7746], [2.1769, -0.3798, -0.4655], [2.8791, -1.7835, -0.1289], [1.2309, 3.3976, -2.7331], [1.6277, 1.5980, -3.0852], [0.8588, 2.6610, -0.3857]], "homo_energy_ev": -8.46, "gap_ev": 8.85, "lumo_ev": 0.39, "smiles": "C=Nc1ccccc1.C=CN=C=S"}



Which of them is most stable? Easy: arrangement 2.